Entry from the OMol25 dataset: 4 unconnected molecules or ions with the total composition C4H9NS2 at a distorted geometry (the ωB97M-V functional and the def2-TZVPD basis).

Summary:
Total charge   0
Frontier orbital gap   7.971 eV
E_HOMO   -0.32437 Ha
Largest force on an atom   7.5 eV/Å
Energy relative to the best compared isomer or geometry (same formula, charge and spin)   250.6 kcal per mole
Energy   -27443.87826 eV

Cartesian coordinates (Å):
S (-2.49238, -0.38442, -0.63230)
S (-0.90739, 2.42663, -0.27749)
N (2.08785, 0.16994, -0.64131)
C (-1.06086, -0.26637, 0.50420)
C (0.15530, -1.25415, 0.29678)
C (0.69393, -0.00299, -0.60422)
C (-0.21115, 0.83056, 0.18713)
H (-1.51924, -0.11856, 1.53445)
H (2.66600, 0.32574, -2.15223)
H (0.68997, -1.23911, 1.29169)
H (0.33546, 1.38624, 1.13642)
H (-0.12785, 3.41007, 1.12907)
H (-2.84243, -1.61825, -0.37814)
H (2.68827, -1.19319, 0.18299)
H (-0.18830, -2.40791, -0.08908)
H (0.03283, -0.06424, -1.48794)

---

Entry from the OMol25 dataset: a molecular structure, C2H3FN4 at a distorted geometry (the ωB97M-V functional and the def2-TZVPD basis).

Summary:
Total charge   0
Frontier orbital gap   8.676 eV
E_HOMO   -0.38419 Ha
Largest force on an atom   7.1 eV/Å
Energy relative to the best compared isomer or geometry (same formula, charge and spin)   118.5 kcal per mole
Energy   -10794.86673 eV

Cartesian coordinates (Å):
F (0.06635, 1.98391, 0.25909)
N (1.62838, -0.22678, 0.74430)
N (-2.99425, 0.59779, -1.26693)
N (-0.00228, 0.82190, -0.47338)
N (-0.25679, -1.44119, 0.25654)
C (-1.90066, 0.65225, -0.98160)
C (0.37715, -0.35523, 0.20585)
H (-1.21241, -1.41815, -0.08167)
H (2.06765, -1.09816, 0.98869)
H (2.22685, 0.48366, 0.34910)

---

Entry from the OMol25 dataset: a single C6H12O molecule (the ωB97M-V functional and the def2-TZVPD basis).

Summary:
Total charge   0
Frontier orbital gap   10.376 eV
E_HOMO   -0.33887 Ha
Largest force on an atom   0.2 eV/Å
Energy relative to the best compared isomer or geometry (same formula, charge and spin)   34.5 kcal per mole
Energy   -8462.85590 eV

Cartesian coordinates (Å):
O (0.47668, 0.39643, 0.67996)
C (2.84755, 0.28173, 0.22860)
C (1.45882, 0.51677, -0.34101)
C (-0.32049, -0.73877, 0.55537)
C (-1.64170, -0.68889, 1.24457)
C (-1.58133, -0.65317, -0.26498)
C (-1.91868, 0.62026, -1.00336)
H (1.38571, 1.52660, -0.76437)
H (3.61163, 0.44758, -0.53901)
H (-1.87903, -1.57152, -0.76894)
H (-2.01078, -1.58553, 1.73465)
H (3.03668, 0.97071, 1.05731)
H (-1.48778, 0.61991, -2.01176)
H (-1.52126, 1.48994, -0.47170)
H (-1.87340, 0.24331, 1.75397)
H (0.22951, -1.68300, 0.55460)
H (2.94463, -0.74270, 0.60386)
H (-3.00293, 0.74492, -1.09738)
H (1.24616, -0.19458, -1.15037)

---

Entry from the OMol25 dataset: a molecular structure, C3H5NO2 (the ωB97M-V functional and the def2-TZVPD basis).

Summary:
Total charge   0
Frontier orbital gap   9.777 eV
E_HOMO   -0.34040 Ha
Largest force on an atom   0.8 eV/Å
Energy relative to the best compared isomer or geometry (same formula, charge and spin)   97.8 kcal per mole
Energy   -8773.45364 eV

Cartesian coordinates (Å):
O (0.75474, 1.20961, -0.77964)
O (2.61490, 0.07240, -0.09326)
N (0.49777, -0.67314, 0.43026)
C (1.42271, 0.19678, -0.11789)
C (-0.88564, -0.60992, 0.10131)
C (-0.58052, 1.37923, -0.49676)
H (-0.71539, 1.53238, 0.58040)
H (0.88319, -1.55606, 0.72515)
H (-1.21655, -1.37510, -0.61643)
H (-1.22991, 0.35470, -0.70133)
H (-1.54529, -0.53088, 0.96817)

---

Entry from the OMol25 dataset: a molecular structure, C10H27Cl2O2P2ReS at a distorted geometry (the ωB97M-V functional and the def2-TZVPD basis).

Summary:
Total charge   +3
Spin multiplicity   4
Frontier orbital gap (alpha / beta)   6.616 / 4.736 eV
E_HOMO (alpha / beta)   -0.69654 / -0.69267 Ha
Largest force on an atom   5.8 eV/Å
Expectation value of S²   3.7661
Energy   -71460.70893 eV

Cartesian coordinates (Å):
Re (0.10357, -0.00519, 0.74374)
Cl (1.59166, -0.15896, -4.02805)
Cl (1.87382, 0.08732, 2.30805)
S (-1.02307, 0.81815, 3.62213)
P (0.51626, 2.01344, -0.19673)
P (0.75553, -2.02997, -0.01298)
O (-1.61381, -0.26149, 0.76971)
O (-0.49143, -0.07473, -2.72660)
C (-0.80420, -0.86256, 4.21887)
C (0.45712, -2.86621, -1.60801)
C (-0.26577, -3.14768, 0.99714)
C (-0.05483, -0.02027, -3.88901)
C (2.46263, -2.59457, 0.23463)
C (-0.95169, 0.18331, -5.01566)
C (2.21466, 2.66081, -0.11218)
C (0.17064, 2.71163, -1.86232)
C (-2.82944, 0.84588, 3.64166)
C (-0.53852, 3.18999, 0.69537)
H (-3.25020, 1.12757, 4.61466)
H (2.72002, -2.53634, 1.29514)
H (-1.94318, 0.12594, -4.59024)
H (0.03342, -3.08917, 2.04305)
H (2.86675, 2.00822, -0.70193)
H (2.55088, 2.67960, 0.92722)
H (0.64463, -3.93221, -1.43002)
H (-0.96240, -0.97253, 5.29665)
H (-3.11380, 1.59406, 2.88954)
H (-0.11809, -4.16490, 0.61822)
H (-0.82137, 2.41379, -2.21388)
H (-3.16089, -0.14387, 3.32835)
H (-1.51490, -1.47495, 3.65174)
H (1.13597, -2.49883, -2.38127)
H (0.22913, -1.15779, 3.96583)
H (3.13835, -1.95742, -0.34581)
H (2.53121, -3.63001, -0.12580)
H (0.20548, 3.80691, -1.79925)
H (0.92742, 2.38144, -2.57988)
H (2.22352, 3.67152, -0.54378)
H (-0.85863, -0.58982, -5.75665)
H (-0.21448, 3.26553, 1.73696)
H (-0.88377, 1.19217, -5.49022)
H (-1.32221, -2.87821, 0.89685)
H (-0.57489, -2.73823, -1.94460)
H (-1.57764, 2.84880, 0.66027)
H (-0.46347, 4.15984, 0.19910)

---

Entry from the OMol25 dataset: a molecular structure, C27H53AlB2BeBrF8LiN9O12S at a distorted geometry (the ωB97M-V functional and the def2-TZVPD basis).

Summary:
Total charge   -1
Frontier orbital gap   1.020 eV
E_HOMO   -0.19351 Ha
Largest force on an atom   2.1 eV/Å
Energy   -178020.80466 eV

Cartesian coordinates (Å):
Br (10.73665, 1.99725, -6.55954)
S (1.97145, -4.69431, 3.63331)
Al (-6.96314, -3.74635, 1.89571)
F (-7.44331, -0.20580, -1.99772)
F (-9.72840, 0.08913, -2.16147)
F (-6.27455, -4.68985, 0.63347)
F (-5.98187, -3.88142, 3.30498)
F (-8.51427, -4.32474, 2.27478)
F (-7.02307, -2.13892, 1.41745)
F (-8.87840, -1.52318, -0.74461)
F (-8.62261, 0.72212, -0.24464)
O (5.22398, -4.57201, 6.51763)
O (6.67180, -3.81651, 5.04572)
O (5.26224, -2.50453, 5.76743)
O (-8.15110, -4.95385, 8.44608)
O (3.23183, -5.00727, 4.19663)
O (2.20366, -3.71245, 2.37270)
O (1.05445, 0.47117, 1.49284)
O (5.02183, 3.25191, -2.39261)
O (1.45605, -5.96073, 2.80185)
O (6.95018, 3.28935, -5.76355)
O (0.90154, -4.18340, 4.40647)
O (4.59758, -1.44786, -2.41795)
N (-8.85219, -4.10003, 6.46112)
N (3.42798, 4.66842, -3.14678)
N (0.34008, 0.52238, -2.03207)
N (1.49704, 0.18376, -2.64267)
N (8.70887, 2.33232, -4.69828)
N (5.63336, 4.91684, -3.79096)
N (6.91451, 1.05237, -5.34538)
N (4.19462, 0.77640, -3.46914)
N (-6.75946, -5.02227, 6.65130)
C (2.06874, -4.44722, 1.15022)
C (-2.65589, -2.46505, -0.35274)
C (-7.93564, -4.70760, 7.26505)
C (-1.19181, 1.06390, -0.22074)
C (2.41941, 0.04457, -0.40046)
C (2.23992, -0.93243, 3.79461)
C (-2.76592, 3.73873, -4.39308)
C (0.14366, 0.65434, -0.73341)
C (1.73920, 0.47115, 4.24527)
C (-1.57000, -1.51422, -0.54234)
C (-4.99571, 4.26405, -3.31489)
C (0.22616, 0.48217, 4.45761)
C (-2.19012, -0.14136, -0.17031)
C (-3.58574, -3.21044, -0.45752)
C (2.48677, -0.01474, -1.80437)
C (-0.92531, 2.33228, -3.23775)
C (1.21482, 0.38397, 0.18319)
C (7.50725, 2.29913, -5.29040)
C (-0.75432, 0.80666, -2.97430)
C (-2.39872, 2.79881, -3.23088)
C (2.23083, 1.60786, 3.31464)
C (1.10006, -5.56529, 1.47371)
C (-3.70368, 4.87330, -3.93660)
C (2.16034, 2.94265, 4.09832)
C (5.69101, -3.68407, 5.81789)
C (4.73988, 4.22821, -3.07896)
C (1.38752, 1.78408, 2.06021)
B (3.86403, -0.30850, -2.59418)
B (-8.67507, -0.24183, -1.27335)
Be (-3.97041, -4.08158, -2.97324)
Li (1.70347, 2.33632, -3.93260)
H (-5.12916, 3.23586, -3.64506)
H (4.96414, 0.57414, -4.10297)
H (5.40548, 5.71336, -4.35550)
H (1.40237, -1.40100, 3.27929)
H (-3.08986, 1.96106, -3.13006)
H (4.45132, 1.62587, -2.94596)
H (-3.14533, 5.44193, -3.18900)
H (-1.68377, 0.32266, -2.68701)
H (-1.60712, 1.91886, -0.75214)
H (3.11584, 5.46384, -3.67432)
H (0.50264, 2.40242, 2.21711)
H (2.79352, 3.69365, 3.61972)
H (-1.25414, -1.57572, -1.59020)
H (-4.95674, 4.32025, -2.22665)
H (3.30346, -0.15587, 0.19244)
H (-0.31005, 2.92586, -2.54350)
H (0.06613, -5.21290, 1.48424)
H (-8.68957, -3.89449, 5.48963)
H (-0.10789, 1.36933, 5.00159)
H (-5.85283, 4.87039, -3.60415)
H (9.17978, 3.21475, -4.65700)
H (-1.06556, 1.38469, 0.81237)
H (9.16537, 1.52516, -4.32417)
H (1.70119, -3.79644, 0.35912)
H (3.27727, 1.45759, 3.03823)
H (-3.98906, 5.48778, -4.78842)
H (-3.05187, 0.04593, -0.81167)
H (3.05527, -0.78484, 3.08271)
H (2.50538, 2.77329, 5.11705)
H (-0.49263, 0.37180, -3.93779)
H (2.20711, 0.67214, 5.21304)
H (-0.08563, -0.38214, 5.04719)
H (-0.75560, -1.79073, 0.13763)
H (1.14459, 3.33808, 4.16174)
H (-6.56599, -4.82479, 5.68110)
H (-2.57601, -0.26923, 0.83957)
H (-1.83352, 4.22028, -4.72046)
H (-0.53027, 2.56022, -4.24609)
H (2.76846, 4.15618, -2.59325)
H (-9.73171, -3.85298, 6.87127)
H (-3.20570, 3.20921, -5.24005)
H (-6.06014, -5.47347, 7.20788)
H (3.05093, -4.83872, 0.87456)
H (1.18759, -6.40678, 0.79258)
H (6.02329, 0.99470, -5.79891)
H (2.01154, 2.30114, 1.32008)
H (7.33617, 0.21969, -4.97930)
H (6.58817, 4.59555, -3.76740)
H (4.78955, -1.64777, -1.49589)
H (-4.32989, -3.92433, -0.73853)
H (-0.33654, 0.41830, 3.52228)
H (-2.53872, 3.39083, -2.31901)
H (2.56662, -1.53039, 4.64130)